[1]
Molecular formula: C25H20N3O
Method: DFT, ωB97M-V with the def2-TZVPD basis set

Last column: natural (NBO) charge in e.
Cartesian coordinates (Å):
C (-4.25797, -1.90680, 4.48592)  -0.21
C (-4.23403, -0.53720, 4.20206)  -0.19
C (-4.51757, -0.07658, 2.91198)  -0.27
C (-4.79664, -1.01981, 1.92241)  0.28
O (-4.89744, -0.65015, 0.57445)  -0.52
C (-3.76890, -0.15659, -0.07707)  0.52
C (-3.13633, -1.00042, -1.00291)  -0.30
C (-1.89061, -0.64885, -1.46796)  -0.06
C (-1.29746, 0.61449, -1.15266)  -0.21
C (0.04014, 0.80680, -1.58046)  0.18
C (0.79416, 2.00431, -1.68903)  -0.20
C (1.83867, 2.02880, -2.66733)  -0.10
C (2.65422, 3.13841, -2.81799)  -0.23
C (2.44395, 4.28272, -2.02838)  -0.11
C (1.41214, 4.29028, -1.07928)  -0.24
C (0.63088, 3.15811, -0.86622)  -0.06
C (-2.09279, 1.53578, -0.40433)  -0.08
C (-3.26208, 1.11396, 0.21343)  -0.29
C (-4.91856, -2.38263, 2.20849)  -0.25
C (-4.58910, -2.82830, 3.48628)  -0.19
H (-4.02497, -2.25915, 5.49336)  0.23
H (-3.98591, 0.18888, 4.97876)  0.23
H (-4.50163, 0.98348, 2.65931)  0.22
H (-3.61526, -1.93952, -1.27229)  0.25
H (-1.33197, -1.33898, -2.10097)  0.23
H (0.53152, -0.08655, -1.95985)  0.26
H (1.97366, 1.14264, -3.29245)  0.22
H (3.46650, 3.11302, -3.54599)  0.24
H (3.10599, 5.14312, -2.12770)  0.24
H (1.23339, 5.18196, -0.47603)  0.24
H (-0.06526, 3.13073, -0.03066)  0.21
H (-1.78330, 2.56870, -0.27636)  0.23
H (-3.79362, 1.75529, 0.91644)  0.24
H (-5.20031, -3.06054, 1.40397)  0.23
H (-4.59633, -3.90051, 3.68910)  0.23
C (5.67671, -1.04895, -1.71374)  -0.21
C (4.36321, -0.59335, -1.81905)  -0.21
C (3.43968, -1.06752, -0.87421)  0.11
C (3.85022, -1.94866, 0.13556)  0.07
C (5.15383, -2.42115, 0.24985)  -0.22
C (6.06861, -1.94925, -0.69995)  -0.18
N (2.69640, -2.19313, 0.85680)  -0.35
N (1.64456, -1.52464, 0.31498)  -0.01
N (2.07478, -0.85345, -0.73175)  -0.31
H (6.43293, -0.71101, -2.42621)  0.23
H (3.99143, 0.10408, -2.56594)  0.22
H (5.38867, -3.12198, 1.05203)  0.23
H (7.11176, -2.27080, -0.67337)  0.23
H (2.54001, -2.78909, 1.66499)  0.43

Forces on the atoms, in the same order (eV/Å):
C 0.0545 0.0760 -0.0698
C -0.1600 -0.0758 -0.0939
C 0.0890 -0.4469 -0.1305
C 0.4399 -0.0944 0.4591
O 0.5543 0.6389 -1.1593
C -0.6341 -0.9022 1.1135
C -0.1269 0.0607 0.0243
C 0.1671 0.0906 0.0452
C -0.0986 -0.2173 0.1612
C -1.2072 0.1661 -0.5462
C 1.0131 0.9278 0.2772
C -0.3809 -0.1413 0.5316
C -0.0781 0.1714 0.0393
C -0.2562 -0.5639 -0.0154
C 0.0090 -0.1036 0.0902
C 0.1638 -0.2096 -0.5038
C -0.1936 -0.2124 0.2882
C 0.3616 0.3754 -0.2731
C 0.4428 0.4353 -0.1308
C -0.2940 0.1882 0.0581
H -0.0389 0.1381 -0.3618
H -0.1195 -0.2881 -0.1881
H 0.0103 -0.3506 0.2580
H 0.1891 0.1761 0.1338
H -0.1094 0.1161 0.2288
H -0.2403 0.3022 -0.2548
H 0.0300 0.2986 0.1840
H -0.2738 0.0668 0.1965
H -0.2584 -0.1989 -0.0264
H 0.1628 -0.3174 -0.1072
H 0.3019 0.1401 -0.2720
H -0.0800 -0.3518 0.0580
H 0.1488 -0.0953 -0.4821
H 0.1593 0.0986 0.2228
H -0.0764 0.3548 0.0521
C -0.5447 0.3969 -0.2582
C 0.0947 -0.1947 0.2295
C -0.1151 -0.4609 0.4509
C -0.7877 0.0405 0.1556
C 0.5952 0.1164 -0.2934
C -0.4646 -0.3508 0.6255
N -0.1822 0.5234 -0.6884
N 1.4452 0.2815 -1.0075
N 0.1628 -0.8975 1.4233
H -0.3152 -0.0829 0.2276
H 0.4755 -0.1552 -0.0427
H 0.2837 0.2134 -0.3451
H -0.3899 0.0328 0.0806
H 0.0713 0.2851 -0.3645

Calculated values
energy relative to the best compared isomer or geometry (same formula, charge and spin): 0.00 kJ/mol
total charge: +1
energy: -1203.86502 hartree

=====

[2]
Molecular formula: C25H20N5NdO4SSe
Method: DFT, ωB97M-V with the def2-TZVPD basis set

Last column: natural (NBO) charge in e.
Cartesian coordinates (Å):
Nd (0.80035, 0.04207, 1.54234)  2.05
Se (-3.15271, -2.65920, -5.04692)  1.03
N (-2.32305, -1.11714, -4.64307)  -0.57
C (-1.79454, -1.27844, -3.46417)  0.09
C (-0.98170, -0.25112, -2.80623)  0.00
C (-0.69990, 0.97166, -3.41907)  -0.10
C (0.08806, 1.89346, -2.76506)  -0.23
C (0.58289, 1.56405, -1.50839)  0.08
N (0.32286, 0.40142, -0.91293)  -0.56
C (-0.46178, -0.50071, -1.54132)  0.15
C (-0.76399, -1.77198, -0.84286)  0.25
N (-0.30102, -1.92684, 0.41476)  -0.58
C (-0.53466, -3.06621, 1.06417)  0.07
C (-1.23942, -4.12015, 0.49310)  -0.22
C (-1.73849, -3.96042, -0.78160)  -0.07
C (-1.50779, -2.76662, -1.46741)  -0.08
C (-2.03775, -2.52660, -2.81267)  0.09
N (-2.76465, -3.39512, -3.45419)  -0.56
H (-1.10471, 1.17050, -4.40333)  0.26
H (0.33085, 2.84927, -3.20641)  0.26
H (1.20626, 2.26861, -0.96669)  0.22
H (-0.15156, -3.14772, 2.07598)  0.21
H (-1.39886, -5.03021, 1.05291)  0.26
H (-2.31027, -4.74343, -1.26302)  0.26
O (1.63077, -1.04375, 3.61836)  -0.75
C (2.97460, -1.53674, 3.79392)  -0.10
C (3.67076, -1.58861, 2.45983)  0.21
C (4.83706, -2.32711, 2.32632)  -0.22
C (5.50239, -2.30561, 1.11345)  -0.10
C (4.98102, -1.56387, 0.06027)  -0.23
C (3.80239, -0.88158, 0.26833)  0.06
N (3.15361, -0.88835, 1.44562)  -0.57
H (1.28685, -0.72315, 4.46309)  0.53
H (2.94246, -2.52856, 4.24442)  0.22
H (3.51691, -0.86491, 4.46240)  0.23
H (5.21800, -2.89717, 3.16303)  0.25
H (6.41979, -2.86502, 0.98723)  0.25
H (5.47187, -1.51850, -0.90068)  0.25
H (3.35378, -0.30011, -0.53081)  0.21
C (-3.62049, 3.95458, -1.90573)  -0.64
C (-2.83613, 3.48948, -0.71498)  0.05
C (-2.82837, 2.15157, -0.33696)  -0.21
C (-2.10811, 1.72364, 0.77028)  -0.23
C (-1.38332, 2.65482, 1.50751)  -0.34
C (-1.38508, 4.00559, 1.15684)  -0.17
C (-2.10893, 4.40549, 0.05184)  -0.19
S (-0.37434, 2.17007, 2.83799)  2.38
O (1.02833, 2.10474, 2.24922)  -1.00
O (-0.50362, 3.00286, 3.97004)  -0.84
O (-0.68635, 0.70704, 3.03600)  -1.01
H (-4.17718, 3.13938, -2.36403)  0.23
H (-2.95258, 4.38121, -2.65679)  0.24
H (-4.32851, 4.73616, -1.62992)  0.25
H (-3.42062, 1.43420, -0.89211)  0.23
H (-2.17732, 0.68627, 1.07833)  0.23
H (-0.84092, 4.73209, 1.74634)  0.25
H (-2.12317, 5.45469, -0.21657)  0.24

Forces on the atoms, in the same order (eV/Å):
Nd 1.6159 -2.1514 -1.2792
Se 0.0709 0.2921 0.6028
N -0.0929 -0.5416 -0.3449
C 0.1487 0.3654 0.1976
C -0.1560 -0.0831 -0.2061
C 0.0311 0.0773 -0.0421
C 0.0142 -0.0562 0.0628
C -0.0439 0.0157 -0.1100
N -0.0364 -0.0364 0.0902
C -0.0318 -0.2001 0.1278
C 0.0677 0.2021 -0.1055
N -0.0545 0.1021 -0.0433
C -0.1064 -0.0970 -0.1884
C 0.0135 0.0716 0.0436
C -0.0025 -0.0919 0.0637
C -0.1580 -0.0402 -0.2320
C 0.0666 -0.0829 0.4561
N 0.0195 0.0487 -0.6654
H -0.0016 -0.0086 0.0030
H -0.0063 -0.0010 -0.0100
H -0.0132 -0.0203 0.0367
H 0.0138 0.0393 0.0012
H -0.0067 -0.0050 -0.0080
H -0.0015 0.0161 -0.0161
O 0.1067 0.0574 -0.0669
C -0.0801 0.0695 0.0088
C 0.0937 -0.1446 0.1093
C -0.0264 0.1083 -0.0488
C 0.0641 -0.0420 -0.0166
C -0.0692 0.0290 0.0397
C 0.0776 -0.0408 -0.0127
N -0.0701 0.0327 0.0466
H -0.0584 -0.0796 0.0203
H 0.0047 -0.0057 0.0043
H 0.0192 -0.0128 0.0006
H 0.0085 -0.0019 -0.0029
H -0.0019 0.0028 -0.0023
H 0.0174 -0.0132 0.0040
H -0.0155 -0.0122 -0.0001
C 0.0277 0.0006 -0.0609
C -0.0426 0.0127 -0.0086
C 0.0381 -0.0514 0.0383
C -0.0574 0.0644 0.0544
C -0.1557 0.2593 -0.1836
C -0.0516 -0.0674 -0.0732
C 0.0333 0.0464 -0.0002
S -0.0888 0.5372 0.7561
O -0.4702 1.0881 0.2439
O 0.0228 0.0228 -0.0089
O -0.6785 0.3434 0.6055
H 0.0057 -0.0045 0.0045
H -0.0180 0.0044 -0.0049
H 0.0092 -0.0015 0.0395
H -0.0031 0.0087 -0.0118
H 0.0023 0.0173 0.0673
H 0.0163 -0.0351 0.0352
H -0.0103 -0.0071 -0.0103

Calculated values
2S+1: 4
<S²>: 3.75
total charge: +2
energy: -4900.11164 hartree